41
Properties=species:S:1:pos:R:3:forces:R:3:nbo_charge:R:1 method="wB97M-V/def2-TZVPD" energy_ha=-1297.6880 charge=+3 homo_lumo_gap_ev=2.7 relative_energy_ev=7.046 multiplicity=1 fmax_ev_per_a=10.12 e_homo_ev=-18.05
N -3.080186 3.551533 -3.010597 0.0168 3.5586 3.9084 -0.769
O -0.857696 0.254033 1.488363 1.4176 1.6494 -2.0429 -0.591
H 3.320054 3.347383 1.552273 0.1070 0.4633 0.0382 0.439
N 2.442854 -2.316497 2.167153 -0.9433 -0.4698 1.3037 -0.806
H 4.147324 -2.295857 0.676893 0.3157 0.2643 -0.5250 0.410
H 2.072724 -4.387997 -1.488297 0.8619 0.5410 -0.3263 0.426
C 0.401204 -3.489387 -1.899267 -1.0583 -1.0131 0.9570 0.751
O 1.434864 -0.994617 0.623783 -5.5543 2.9065 -1.2063 -0.563
H -3.891196 3.220783 -5.039637 -0.3095 -0.7714 -0.9373 0.421
H 0.205234 3.866623 2.585613 0.0459 0.0427 -0.0757 0.411
N -3.295106 2.433893 -4.826137 -0.1565 -0.4955 -2.0515 -0.692
H 3.482484 -1.441057 -0.669947 -0.1370 0.1571 0.4593 0.413
O 1.496014 2.327323 0.144153 0.1199 0.4448 0.3606 -0.545
N -2.613226 -0.599857 2.544583 -4.2568 -1.4742 -1.7074 -0.746
H -0.036126 0.115483 3.917843 0.1959 -0.1492 -0.4078 0.412
H -3.107436 -0.515277 1.667823 -0.7400 -0.8680 0.4154 0.420
C -1.425386 -0.152677 2.496773 0.7657 0.7267 -1.6424 0.745
H 0.316054 -5.497407 -1.571787 -0.3940 0.0103 -0.2020 0.425
H -1.567406 -0.144667 4.454903 -0.1336 -0.1882 -0.0537 0.426
O -2.124136 1.619233 -3.199887 5.4247 -7.6170 3.8586 -0.614
N 1.672844 -3.508187 -1.781757 3.7611 0.7788 -0.0743 -0.754
H -2.598886 -1.348857 3.222003 -1.8008 -0.3963 -0.5107 0.430
C 2.327244 -1.679807 0.992793 1.9230 -1.5874 2.4980 0.758
N 2.381804 3.616073 1.812253 3.7306 0.9311 0.5391 -0.739
H -3.100736 1.608693 -5.375107 -0.4556 0.4079 -0.5432 0.436
H -0.630796 2.809593 1.597263 0.5214 -0.1840 -0.6110 0.425
Tl -0.163626 0.413213 -1.391197 0.1812 -0.2874 0.8510 1.281
H 2.226324 4.079063 2.696323 0.3194 0.0495 -0.1889 0.428
H -3.569226 4.359043 -3.369567 0.0858 -0.2357 0.1030 0.432
H 2.148304 -2.672797 -2.091887 0.5563 -0.6730 0.1848 0.412
O -0.264816 -2.470767 -2.006937 -1.7408 3.6059 -0.7512 -0.588
H 1.736144 -2.272557 2.887373 0.0601 0.0284 -0.3146 0.422
H -2.744136 3.539453 -2.058217 -0.3608 0.8002 -0.0355 0.401
N 0.272494 3.193423 1.835693 -3.1560 0.4856 1.2747 -0.759
C 1.411484 3.064363 1.196583 -2.1341 -2.8464 -1.7665 0.758
N -0.182486 -4.634717 -1.737067 -2.2334 -1.7498 0.1303 -0.771
N 3.385234 -1.763267 0.282323 4.5730 -1.2374 -2.5907 -0.763
C -2.739376 2.490473 -3.636197 -3.7583 3.9753 -3.8746 0.749
H -1.190046 -4.567477 -1.716937 0.0519 -0.7551 0.0600 0.431
H 3.243744 -2.901367 2.358493 -0.2018 0.1196 0.0397 0.419
N -0.942396 -0.254587 3.669173 4.4900 1.0519 5.4576 -0.783